ORCA calculation (the ωB97M-V functional and the def2-TZVPD basis) on 2 unconnected molecules or ions with the total composition C28H23FN6O5 at a distorted geometry.

Geometry as ORCA input:
```
! wB97M-V def2-TZVPD RIJCOSX def2/J DEFGRID3
* xyz 0 1
F 0.280 -0.580 1.716
C 0.689 0.494 0.871
C 0.448 1.830 1.602
C 0.147 1.830 2.961
C -0.052 3.043 3.631
C 0.098 4.245 2.929
C 0.411 4.259 1.567
C 0.591 3.036 0.902
C 2.159 0.260 0.532
C 3.155 1.171 0.894
C 4.480 0.941 0.507
C 4.810 -0.230 -0.172
C 3.824 -1.186 -0.452
C 2.503 -0.945 -0.082
C -0.240 0.386 -0.370
C -1.720 0.719 -0.040
C -2.258 1.525 -1.208
C -1.100 1.663 -2.197
N 0.119 1.300 -1.446
C 1.270 1.050 -2.248
C 1.332 -0.150 -2.967
C 2.502 -0.438 -3.677
N 3.562 0.341 -3.587
C 3.469 1.563 -3.066
C 2.333 1.964 -2.363
H 0.082 0.884 3.496
H -0.309 3.008 4.691
H -0.019 5.187 3.465
H 0.531 5.193 1.004
H 0.865 2.998 -0.153
H 2.895 2.067 1.458
H 5.233 1.700 0.743
H 5.831 -0.401 -0.505
H 4.062 -2.119 -0.971
H 1.728 -1.699 -0.271
H -0.220 -0.672 -0.715
H -2.252 -0.239 0.052
H -1.827 1.263 0.908
H -3.118 1.022 -1.675
H -2.567 2.518 -0.863
H -1.238 0.960 -3.036
H -1.003 2.670 -2.628
H 0.515 -0.870 -2.906
H 2.567 -1.328 -4.311
H 4.313 2.232 -3.209
H 2.301 2.919 -1.855
O 0.072 -4.913 0.550
N -0.407 -3.964 -0.096
O 0.215 -3.383 -1.029
C -1.752 -3.537 0.223
C -2.375 -4.038 1.404
C -3.653 -3.610 1.765
N -4.210 -3.884 3.083
O -5.315 -3.427 3.430
O -3.508 -4.581 3.849
C -4.355 -2.756 0.826
N -5.556 -2.182 0.970
O -5.732 -1.441 -0.172
N -4.631 -1.528 -1.069
C -3.746 -2.317 -0.387
C -2.403 -2.687 -0.687
H -1.845 -4.754 2.026
H -1.979 -2.383 -1.645
*
```

HOMO-LUMO gap in eV: 5.943
E in Ha: -1885.0728
HOMO energy in Ha: -0.324
SMILES: FC(c1ccccc1)(c1ccccc1)[C@H]1CCCN1c1ccncc1.O=[N+]([O-])c1cc([N+](=O)[O-])c2nonc2c1


ORCA calculation (the ωB97M-V functional and the def2-TZVPD basis) on a molecular structure, C2ClNO3 at a distorted geometry.

Geometry as ORCA input:
```
! wB97M-V def2-TZVPD RIJCOSX def2/J DEFGRID3
* xyz 0 1
C -1.440 0.769 -0.086
C 0.263 -1.026 -0.047
N -0.350 0.235 -0.193
O -2.103 1.693 0.073
O 0.220 -2.233 0.139
O 1.567 0.997 0.140
Cl 1.843 -0.434 -0.027
*
```

HOMO-LUMO gap in eV: 9.405
E in Ha: -816.6833
Energy relative to the best compared isomer or geometry (same formula, charge and spin) in kcal per mole: 92.2
HOMO energy in Ha: -0.359


ORCA calculation (the ωB97M-V functional and the def2-TZVPD basis) on a gas-phase ion, C3H10N3 (charge +1) at a distorted geometry.

Geometry as ORCA input:
```
! wB97M-V def2-TZVPD RIJCOSX def2/J DEFGRID3
* xyz 1 1
C -0.320 -1.766 0.773
N 0.073 -0.539 -0.015
C 1.298 -0.237 -0.026
N 1.797 0.985 -0.218
C -1.029 0.282 -0.577
N -1.022 1.601 -0.047
H -0.549 -1.499 1.779
H -1.093 -2.202 0.216
H 0.399 -2.523 0.861
H 1.965 -1.057 0.160
H 1.493 1.905 -0.635
H 2.749 0.884 -0.451
H -1.979 -0.272 -0.287
H -0.998 0.302 -1.629
H -1.452 1.844 0.800
H -1.329 2.293 -0.704
*
```

HOMO-LUMO gap in eV: 10.745
E in Ha: -284.3106
Energy relative to the best compared isomer or geometry (same formula, charge and spin) in kcal per mole: 41.0
HOMO energy in Ha: -0.517
SMILES: CN(C=[NH2+])CN


ORCA calculation (the ωB97M-V functional and the def2-TZVPD basis) on 15 unconnected molecules or ions with the total composition C77H156B2F23N8O18 at a distorted geometry.

Geometry as ORCA input:
```
! wB97M-V def2-TZVPD RIJCOSX def2/J DEFGRID3
* xyz 1 1
C -1.140 -9.132 3.911
C -1.992 -8.044 3.341
C -1.194 -7.070 2.530
C -2.130 -6.089 1.935
C -3.119 -6.706 1.020
C -3.859 -7.949 1.434
N -3.138 -8.653 2.606
O -3.638 -9.555 3.048
C -3.957 -9.051 0.415
C -5.252 -7.574 1.976
C -2.641 -7.289 4.469
H -0.231 -8.724 4.277
H -0.911 -9.840 3.118
H -1.623 -9.575 4.765
H -0.693 -7.639 1.689
H -0.465 -6.556 3.170
H -1.653 -5.273 1.408
H -2.577 -5.570 2.812
H -2.563 -6.947 0.094
H -3.887 -5.944 0.715
H -2.964 -9.343 0.106
H -4.593 -8.592 -0.344
H -4.465 -9.911 0.935
H -5.926 -8.374 2.341
H -5.761 -7.110 1.051
H -5.232 -6.668 2.587
H -1.884 -6.560 4.842
H -2.855 -7.997 5.231
H -3.611 -6.741 4.169
C 0.263 10.821 0.081
C 0.058 9.343 0.306
C 0.861 8.709 1.475
C -0.013 8.188 2.605
C -0.953 7.128 2.075
C -2.133 7.751 1.191
N -1.508 9.142 0.540
O -2.181 9.846 0.058
C -3.418 8.272 1.973
C -2.707 6.873 0.004
C 0.182 8.486 -1.042
H 0.009 11.558 0.858
H -0.119 11.215 -0.866
H 1.366 10.932 0.090
H 1.457 9.534 1.863
H 1.501 7.951 1.076
H -0.562 8.915 3.225
H 0.669 7.729 3.341
H -1.440 6.583 2.875
H -0.406 6.299 1.634
H -3.781 7.442 2.596
H -4.226 8.664 1.429
H -3.166 9.121 2.571
H -1.944 6.329 -0.548
H -3.352 7.444 -0.683
H -3.287 6.090 0.456
H -0.058 7.404 -0.850
H 1.225 8.448 -1.074
H -0.233 9.091 -1.893
C 4.741 3.555 6.164
C 5.802 3.395 5.078
C 5.359 2.332 4.007
C 5.945 2.573 2.615
C 5.795 4.022 2.155
C 6.458 4.989 3.127
N 5.909 4.752 4.435
O 5.674 5.787 5.229
C 6.133 6.402 2.663
C 8.058 4.874 3.050
C 7.214 3.045 5.600
H 5.110 4.098 7.039
H 4.528 2.518 6.397
H 3.871 3.984 5.643
H 4.286 2.424 3.904
H 5.754 1.397 4.350
H 5.519 1.866 1.893
H 7.018 2.333 2.663
H 4.749 4.283 2.076
H 6.229 4.083 1.185
H 6.268 6.547 1.583
H 6.756 7.209 3.138
H 5.056 6.500 2.905
H 8.275 5.250 2.029
H 8.398 3.853 3.045
H 8.548 5.405 3.771
H 7.937 3.055 4.772
H 7.191 2.027 5.971
H 7.479 3.661 6.465
C -1.347 -3.124 -1.217
C -0.389 -2.892 -2.397
C 0.323 -4.187 -2.627
C 0.907 -4.454 -3.936
C -0.216 -4.426 -4.945
C -0.943 -3.054 -4.993
N -1.356 -2.595 -3.543
O -2.334 -2.025 -3.446
C -2.228 -3.161 -5.774
C 0.057 -2.000 -5.606
C 0.470 -1.665 -2.252
H -1.638 -2.232 -0.696
H -0.727 -3.708 -0.503
H -2.169 -3.678 -1.687
H -0.374 -5.014 -2.361
H 1.037 -4.260 -1.808
H 1.358 -5.404 -3.918
H 1.662 -3.665 -4.245
H -1.019 -5.157 -4.687
H 0.093 -4.503 -6.018
H -1.913 -3.618 -6.708
H -2.579 -2.136 -5.916
H -2.998 -3.788 -5.233
H 0.208 -2.267 -6.675
H 1.000 -1.873 -5.102
H -0.370 -0.988 -5.510
H 1.333 -1.604 -2.919
H 0.851 -1.681 -1.213
H -0.047 -0.740 -2.520
C -4.857 -1.058 -3.022
C -4.934 -0.717 -1.498
C -4.978 0.830 -1.354
C -4.869 1.210 0.048
C -6.144 0.692 0.743
C -6.418 -0.911 0.582
N -6.074 -1.412 -0.805
O -6.584 -2.345 -1.322
C -7.887 -1.197 0.747
C -5.602 -1.732 1.597
C -3.714 -1.405 -0.863
H -4.442 -2.019 -3.231
H -4.084 -0.358 -3.363
H -5.757 -0.928 -3.545
H -5.865 1.319 -1.832
H -4.121 1.209 -1.979
H -4.715 2.295 0.172
H -3.985 0.749 0.538
H -6.969 1.248 0.269
H -6.239 1.079 1.770
H -8.362 -0.483 1.446
H -8.192 -2.175 1.151
H -8.489 -1.056 -0.150
H -5.985 -1.433 2.558
H -4.543 -1.454 1.623
H -5.649 -2.843 1.423
H -2.835 -1.015 -1.391
H -3.950 -2.483 -1.014
H -3.687 -1.270 0.243
C -1.036 4.103 -3.502
C -0.304 3.515 -4.678
C 0.976 4.224 -5.146
O 1.488 3.373 -6.246
C 2.395 4.091 -7.050
N -0.164 2.138 -4.340
H -0.064 1.971 -3.314
H -1.471 1.090 -4.792
H 0.668 1.731 -4.781
H -0.439 4.270 -2.591
H -1.756 3.352 -3.200
H -1.604 5.020 -3.734
H -0.983 3.592 -5.522
H 1.739 4.281 -4.355
H 0.731 5.191 -5.657
H 3.156 4.584 -6.449
H 1.820 4.789 -7.709
H 2.857 3.307 -7.621
C 4.318 -1.102 0.643
C 5.272 -1.069 -0.506
C 5.538 0.359 -0.991
O 6.576 0.926 -0.148
C 6.929 2.205 -0.680
N 6.572 -1.668 -0.216
H 6.840 -0.711 1.286
H 6.602 -2.653 -0.060
H 7.139 -1.559 -1.056
H 3.410 -0.672 0.233
H 4.694 -0.548 1.495
H 4.133 -2.146 0.902
H 4.770 -1.506 -1.329
H 4.688 1.043 -0.870
H 5.873 0.353 -2.065
H 7.804 2.144 -1.379
H 7.380 2.775 0.134
H 6.040 2.691 -1.123
C -0.270 0.536 4.331
C -1.616 0.052 3.738
C -2.518 -0.776 4.727
O -3.277 -1.643 3.956
C -4.162 -2.442 4.755
N -2.330 1.211 3.063
H -1.881 1.518 2.201
H -3.356 1.124 2.889
H -2.273 2.076 3.658
H -0.389 1.105 5.249
H 0.397 0.940 3.600
H 0.190 -0.419 4.622
H -1.482 -0.676 2.935
H -3.047 -0.153 5.404
H -1.827 -1.301 5.382
H -4.221 -3.358 4.180
H -5.115 -1.998 4.768
H -3.807 -2.514 5.793
C -5.238 -5.185 -1.966
O -6.049 -6.264 -1.373
O -4.782 -4.423 -0.982
C -4.042 -5.753 -2.755
F -3.225 -6.570 -2.146
F -4.335 -6.432 -3.870
F -3.231 -4.674 -3.216
C -6.783 -7.019 -2.327
C -7.747 -7.984 -1.597
H -8.189 -7.328 -0.804
H -8.594 -8.428 -2.147
H -7.215 -8.758 -1.117
H -6.216 -7.518 -3.166
H -7.322 -6.307 -2.920
H -5.956 -4.898 -2.728
C -2.911 0.887 -6.106
O -2.140 0.715 -7.233
O -2.278 0.519 -4.965
C -3.469 2.351 -6.099
F -3.637 2.870 -4.870
F -2.738 3.137 -6.896
F -4.752 2.355 -6.653
C -2.888 0.432 -8.380
C -2.014 0.286 -9.486
H -1.345 -0.565 -9.431
H -2.524 0.115 -10.452
H -1.356 1.198 -9.637
H -3.658 1.162 -8.580
H -3.452 -0.480 -8.083
H -3.806 0.257 -6.181
C 1.203 -5.528 0.980
O 1.001 -5.342 2.468
O 1.410 -4.386 0.323
C 2.362 -6.469 0.897
F 2.270 -7.514 1.774
F 2.310 -7.062 -0.291
F 3.562 -5.937 1.009
C 0.838 -4.012 2.979
C 1.254 -4.036 4.425
H 0.808 -4.915 4.950
H 2.338 -4.137 4.524
H 0.754 -3.192 4.934
H -0.240 -3.728 2.856
H 1.455 -3.349 2.334
H 0.364 -6.170 0.612
C 7.973 -1.206 2.660
O 7.813 -2.583 2.956
O 6.865 -0.503 2.293
C 8.818 -0.661 3.956
F 10.129 -0.493 3.612
F 8.282 0.515 4.455
F 8.767 -1.479 4.965
C 6.630 -2.808 3.782
C 6.360 -4.309 3.691
H 5.976 -4.574 2.733
H 7.216 -4.909 3.943
H 5.474 -4.533 4.295
H 5.801 -2.303 3.306
H 6.802 -2.479 4.842
H 8.704 -1.114 1.813
C 3.147 5.672 -0.644
O 3.182 5.551 -2.056
O 2.225 6.341 -0.073
C 3.073 4.167 -0.235
F 2.837 4.037 1.064
F 2.070 3.596 -0.843
F 4.226 3.489 -0.500
C 3.607 6.547 -2.937
C 4.471 5.898 -3.992
H 4.616 6.532 -4.882
H 5.507 5.722 -3.589
H 3.980 4.971 -4.230
H 4.179 7.370 -2.496
H 2.691 6.933 -3.403
H 4.206 5.785 -0.263
B -4.422 3.517 3.496
F -5.518 4.335 3.751
F -3.343 3.596 4.551
F -4.742 2.086 3.498
F -3.765 3.807 2.297
B 0.012 1.025 0.279
F 1.051 1.403 1.108
F -1.089 1.849 0.805
F 0.197 1.338 -1.072
F -0.346 -0.307 0.566
*
```

HOMO-LUMO gap in eV: 3.240
E in Ha: -7165.9420
HOMO energy in Ha: -0.314


ORCA calculation (the ωB97M-V functional and the def2-TZVPD basis) on 3 unconnected molecules or ions with the total composition C26H59BN5O6.

Geometry as ORCA input:
```
! wB97M-V def2-TZVPD RIJCOSX def2/J DEFGRID3
* xyz 0 2
C 0.153 -3.711 0.381
C -1.003 -2.786 0.722
N -1.679 -3.026 1.779
C -1.230 -1.563 -0.157
C -2.252 -1.668 -1.362
B -1.678 -0.565 -2.388
O -1.734 0.776 -2.047
N -1.083 -0.892 -3.684
C 0.381 -0.877 -3.619
C -1.629 -0.113 -4.800
C -3.673 -1.160 -0.951
C -4.901 -2.106 -0.931
C -6.099 -1.335 -1.516
C -5.265 -2.524 0.513
N -4.722 -3.304 -1.781
O -5.768 -4.023 -1.890
C -3.444 -4.037 -1.835
C -3.489 -4.939 -3.082
C -3.295 -4.947 -0.604
C -2.285 -3.040 -2.071
H 0.483 -3.597 -0.655
H -0.126 -4.749 0.562
H 1.008 -3.460 1.021
H -2.371 -2.295 1.938
H -1.538 -0.747 0.507
H -0.245 -1.271 -0.552
H -1.975 0.909 -1.129
H 0.725 -1.090 -2.600
H 0.814 -1.651 -4.265
H 0.790 0.099 -3.918
H -1.846 -0.760 -5.659
H -0.932 0.667 -5.127
H -2.571 0.367 -4.514
H -3.615 -0.723 0.055
H -3.942 -0.323 -1.608
H -6.121 -0.326 -1.090
H -7.039 -1.839 -1.290
H -5.996 -1.242 -2.603
H -5.824 -3.463 0.503
H -5.909 -1.759 0.960
H -4.386 -2.658 1.144
H -2.498 -5.386 -3.230
H -4.226 -5.736 -2.963
H -3.738 -4.350 -3.968
H -3.888 -5.857 -0.745
H -3.621 -4.486 0.325
H -2.251 -5.232 -0.477
H -1.362 -3.592 -1.887
H -2.283 -2.835 -3.147
C -0.260 3.335 3.006
O -0.664 4.275 2.030
C -0.110 5.574 2.199
C 0.803 5.932 1.046
N 2.004 5.112 1.059
C 2.862 5.262 -0.108
C 2.305 4.844 -1.467
O 2.015 3.461 -1.558
C 0.692 3.105 -1.186
H -0.816 2.418 2.815
H 0.809 3.112 2.949
H -0.500 3.683 4.016
H 0.436 5.632 3.145
H -0.938 6.288 2.238
H 1.090 6.984 1.137
H 0.220 5.828 0.118
H 1.750 4.135 1.146
H 3.761 4.666 0.076
H 3.182 6.307 -0.179
H 3.079 5.050 -2.211
H 1.422 5.426 -1.754
H -0.020 3.888 -1.460
H 0.606 2.909 -0.113
H 0.425 2.194 -1.723
C 5.229 -0.639 5.139
O 5.904 -0.261 3.957
C 5.961 -1.277 2.964
C 5.195 -0.856 1.730
N 3.768 -0.788 2.008
C 2.966 -0.222 0.930
C 3.183 1.234 0.559
O 2.788 2.145 1.568
C 3.778 2.491 2.521
H 5.321 0.190 5.839
H 4.167 -0.839 4.963
H 5.680 -1.529 5.588
H 5.562 -2.216 3.357
H 7.010 -1.435 2.699
H 5.367 -1.590 0.937
H 5.611 0.103 1.391
H 3.626 -0.238 2.847
H 1.915 -0.334 1.212
H 3.123 -0.827 0.031
H 2.554 1.456 -0.300
H 4.215 1.437 0.250
H 4.777 2.475 2.078
H 3.769 1.823 3.388
H 3.560 3.505 2.861
*
```

<S²>: 0.754
HOMO-LUMO gap (spin up / spin down) in eV: 8.345 / 8.975
E in Ha: -1776.0074
HOMO energy (spin up / spin down) in Ha: -0.293 / -0.316


ORCA calculation (the ωB97M-V functional and the def2-TZVPD basis) on C6H11N3O3S in the gas phase at a distorted geometry.

Geometry as ORCA input:
```
! wB97M-V def2-TZVPD RIJCOSX def2/J DEFGRID3
* xyz 0 1
C 2.214 0.611 -1.614
O 0.798 0.972 -1.735
C -0.046 0.626 -0.746
C 0.223 -0.132 0.651
S 1.565 -0.930 1.504
N 1.634 -2.477 0.677
O 2.812 -0.280 1.208
O 1.348 -1.170 2.879
C -1.027 -0.021 1.281
C -1.352 -0.600 2.621
N -1.917 0.571 0.499
N -1.296 1.026 -0.614
C -2.001 1.672 -1.742
H 2.588 0.129 -2.397
H 2.334 -0.097 -0.846
H 2.660 1.640 -1.480
H 2.611 -2.740 0.571
H 1.215 -3.165 1.333
H -0.717 -0.388 3.363
H -2.266 -0.368 2.894
H -1.449 -1.624 2.565
H -1.641 1.433 -2.682
H -3.038 1.325 -1.667
H -1.754 2.769 -1.542
*
```

HOMO-LUMO gap in eV: 9.253
E in Ha: -1023.2744
Energy relative to the best compared isomer or geometry (same formula, charge and spin) in kcal per mole: 27.9
HOMO energy in Ha: -0.314
SMILES: COc1c(S(N)(=O)=O)c(C)nn1C